[1]
Entry from the OMol25 dataset: a molecular structure, C18H42Cs2N6O10S at a distorted geometry (ωB97M-V with the def2-TZVPD basis set).

Each line ends with the Löwdin charge.
CARTESIAN COORDINATES (ANGSTROEM)
Cs1 5.0826 -4.1717 -22.2673  1.028
Cs2 3.3693 0.0408 -17.9484  1.060
S1 5.9022 -1.2946 -20.2632  0.211
O1 4.4956 -1.5802 -20.5846  -0.538
O2 4.0947 3.0492 -18.0947  -0.092
O3 6.6483 -2.5823 -20.4443  -0.541
O4 6.0046 -0.8691 -18.8705  -0.492
O5 10.8965 -4.6950 -21.0895  0.014
O6 10.2221 0.1834 -16.7928  0.044
O7 6.3337 -0.2791 -21.2237  -0.353
O8 8.8815 2.9780 -23.0532  0.009
O9 2.4716 -4.4584 -19.6947  0.040
O10 2.4485 1.6110 -23.8008  0.017
N1 8.3033 1.3931 -21.4978  0.024
N2 5.1310 4.2952 -19.6502  0.037
N3 3.1455 -0.4466 -23.0564  0.031
N4 9.0732 -3.3974 -21.2639  -0.010
N5 8.5872 -1.0946 -17.7178  0.027
N6 1.7805 -2.6132 -20.5446  0.035
C1 4.1554 4.0494 -18.8028  -0.577
C2 1.5546 -3.8582 -20.1768  -0.625
C3 9.6907 -4.5194 -20.8361  -0.565
C4 8.1029 1.1200 -16.9244  -0.008
C5 2.7437 -1.2013 -24.2540  -0.050
C6 3.2668 1.4068 -21.5390  -0.001
C7 9.3088 -2.3612 -17.9960  -0.024
C8 2.8999 0.8640 -22.9023  -0.532
C9 6.3225 3.4812 -19.8851  -0.031
C10 9.0768 0.0102 -17.1277  -0.614
C11 9.5859 1.4212 -20.6934  -0.009
C12 8.9224 -5.5407 -20.1143  -0.006
C13 0.7658 -1.6204 -20.8678  -0.070
C14 6.7788 1.9245 -23.3400  0.000
C15 3.1097 5.1380 -18.6470  0.008
C16 8.1184 2.1129 -22.6490  -0.568
C17 0.2121 -4.4597 -20.3530  0.012
C18 9.6057 -2.5208 -22.2658  -0.058
H1 2.8186 2.3984 -21.4773  0.093
H2 10.6951 -2.5508 -22.2474  0.085
H3 5.9798 2.4929 -20.1913  0.068
H4 9.6008 -6.0131 -19.4039  0.092
H5 0.9929 -0.5762 -20.6528  0.076
H6 4.3540 1.3810 -21.4648  0.064
H7 3.6059 -0.8363 -22.2463  0.072
H8 -0.3640 -4.1882 -19.4685  0.097
H9 0.2822 -5.5474 -20.3687  0.094
H10 7.3359 0.8938 -16.1837  0.082
H11 7.6492 1.3267 -17.8936  0.060
H12 9.2526 -1.4970 -22.1420  0.076
H13 2.0928 4.8029 -18.8517  0.083
H14 8.4160 -6.2507 -20.7683  0.085
H15 6.2467 2.8754 -23.3113  0.089
H16 3.1471 5.4676 -17.6088  0.088
H17 10.0526 -2.5036 -17.2121  0.087
H18 2.5735 -2.2198 -23.9050  0.056
H19 7.6092 0.6794 -21.3278  0.027
H20 -0.1069 -1.8463 -20.2551  0.076
H21 7.0405 3.8054 -20.6384  0.095
H22 6.8590 3.2976 -18.9542  0.083
H23 0.2401 -1.7448 -21.8146  0.087
H24 9.9604 0.4108 -20.8571  0.063
H25 5.2598 5.2018 -20.0763  0.143
H26 6.1627 1.1951 -22.8142  0.031
H27 9.7836 -2.2698 -18.9729  0.076
H28 2.7031 -2.2136 -20.4483  0.062
H29 3.2865 6.0017 -19.2879  0.076
H30 1.8198 -0.8849 -24.7381  0.091
H31 9.4098 1.4310 -19.6177  0.059
H32 -0.3135 -4.1086 -21.2410  0.085
H33 10.3216 2.1691 -20.9891  0.084
H34 7.6596 -0.9630 -18.0951  0.056
H35 8.2340 -3.0938 -20.7911  0.040
H36 2.8560 0.7889 -20.7405  0.003
H37 3.5270 -1.3133 -25.0036  0.081
H38 6.9165 1.4207 -24.2968  0.087
H39 8.1527 -5.1002 -19.4806  0.069
H40 9.3631 -2.9426 -23.2412  0.082
H41 8.6399 1.9377 -16.4436  0.088
H42 8.5819 -3.1733 -17.9820  0.076

lowest unoccupied orbital energy: -0.771 eV
gap between HOMO and LUMO: 7.68 eV
total charge: 0
total energy: -60699.048 eV

[2]
Entry from the OMol25 dataset: 3 unconnected molecules or ions with the total composition C18H42N4O6S at a distorted geometry (ωB97M-V with the def2-TZVPD basis set).

Each line ends with the Löwdin charge.
CARTESIAN COORDINATES (ANGSTROEM)
S1 -1.6874 -1.9310 -0.5808  0.760
O1 -2.6018 2.5765 2.0052  -0.108
O2 -2.6161 2.7892 0.5997  -0.010
O3 2.9346 4.1739 -1.0903  0.015
O4 -1.4286 0.2083 0.9634  -0.142
O5 0.0315 1.3294 2.7401  -0.072
O6 -2.4273 -1.9225 -4.3833  0.003
N1 1.3646 5.2943 -2.2833  -0.199
N2 1.5471 -0.2305 1.7464  0.016
N3 -3.7231 -0.9902 3.6525  0.024
N4 -1.0774 -3.5647 -5.1857  -0.197
C1 -2.1428 -0.1946 -0.1582  -0.520
C2 0.1267 -4.3559 -5.0259  -0.055
C3 3.4147 -3.8664 2.6258  -0.110
C4 1.1925 -1.6184 2.0501  -0.229
C5 2.4383 2.4913 1.3520  -0.102
C6 1.3086 0.7306 2.8258  -0.388
C7 -3.1869 1.3255 2.2395  -0.161
C8 2.1324 -3.9234 1.7962  -0.262
C9 0.7211 5.7869 -1.0774  -0.035
C10 2.4505 4.5068 -2.1534  -0.343
C11 -1.4270 -2.6121 -4.3038  -0.372
C12 -2.7230 -1.1308 2.5701  -0.197
C13 -1.9396 -3.8016 -6.3316  -0.040
C14 2.3220 1.8596 2.7326  -0.174
C15 -1.0528 0.5972 3.2783  -0.097
C16 1.8992 -2.5827 1.0934  -0.196
C17 0.8238 5.6591 -3.5772  -0.061
C18 -2.1246 0.2253 2.1960  -0.419
H1 -2.9371 -4.0872 -5.9969  0.093
H2 -0.1340 6.4017 -1.3460  0.086
H3 2.1586 -4.7396 1.0841  0.098
H4 -1.6693 2.9324 0.4342  0.106
H5 1.2390 -2.7673 0.2557  0.078
H6 -4.6323 -0.8311 3.2389  0.072
H7 -4.0148 1.1387 1.5586  0.132
H8 1.6769 3.2354 1.1815  0.057
H9 0.3886 4.9496 -0.4625  0.081
H10 -0.1265 -5.4150 -4.9473  0.089
H11 1.3072 -4.1186 2.4745  0.101
H12 -3.5975 1.3812 3.2335  0.123
H13 1.4189 5.2093 -4.3687  0.081
H14 0.1333 -1.7301 1.8581  0.080
H15 0.8383 6.7441 -3.7000  0.088
H16 0.6529 -4.0535 -4.1233  0.084
H17 1.4063 0.2229 3.7906  0.142
H18 -1.9480 -1.7775 2.9522  0.109
H19 -0.7273 -0.2966 3.7997  0.118
H20 0.7877 -4.2132 -5.8831  0.089
H21 -1.5098 1.2367 4.0230  0.130
H22 2.0171 2.6264 3.4317  0.112
H23 1.4249 6.3781 -0.4909  0.095
H24 2.3789 1.7807 0.5398  0.068
H25 -3.1603 -1.6482 1.7200  0.084
H26 4.2819 -3.9613 1.9819  0.070
H27 -0.7088 -2.5080 -3.4720  0.113
H28 3.4674 -2.9134 3.1371  0.064
H29 -1.8260 0.4153 -0.9896  0.086
H30 -1.5209 -4.5964 -6.9431  0.085
H31 3.2844 1.4635 3.0480  0.109
H32 3.3968 2.9824 1.2691  0.064
H33 3.4547 -4.6508 3.3698  0.065
H34 2.5501 -0.2207 1.5885  0.102
H35 -3.2165 -0.0977 -0.0682  0.085
H36 -0.2059 5.3073 -3.6689  0.089
H37 1.4468 -1.8975 3.0754  0.109
H38 2.8669 4.1797 -3.1224  0.133
H39 -2.0290 -2.8929 -6.9273  0.093
H40 -3.7686 -1.8375 4.1996  0.069
H41 -2.2352 -1.9898 -1.8047  -0.166
H42 2.8411 -2.1707 0.7530  0.108

lowest unoccupied orbital energy: 0.593 eV
gap between HOMO and LUMO: 9.26 eV
total charge: 0
structure (SMILES): CCCCN[C@@H](CC)OC[C@@](CN)(COO)OCS.CN(C)C=O.CN(C)C=O
total energy: -48423.698 eV

[3]
Entry from the OMol25 dataset: 6 unconnected molecules or ions with the total composition C18H42N6O6 at a distorted geometry (ωB97M-V with the def2-TZVPD basis set).

Each line ends with the Löwdin charge.
CARTESIAN COORDINATES (ANGSTROEM)
O1 -4.3549 -5.2116 -3.4667  0.018
O2 -1.2156 2.5709 -0.2644  -0.009
O3 1.0568 -4.6045 5.5067  0.022
O4 -3.2248 -0.3597 2.7347  0.004
O5 1.2058 8.0319 1.0392  -0.011
O6 2.2308 2.8468 -2.3254  0.004
N1 1.2278 5.7627 0.7708  -0.181
N2 -2.1073 -5.0084 -3.2196  -0.197
N3 2.0464 -3.8896 3.5977  -0.203
N4 -0.1312 0.5979 -0.3269  -0.174
N5 -4.4970 1.5306 2.8361  -0.196
N6 3.3721 1.1439 -3.3137  -0.203
C1 1.1105 -2.8093 3.3352  -0.044
C2 2.7108 1.1861 -4.6053  -0.035
C3 -0.8224 -5.5577 -3.6121  -0.067
C4 -4.1170 0.2939 3.2381  -0.336
C5 4.3131 0.0493 -3.1076  -0.057
C6 2.0798 4.5908 0.5705  -0.047
C7 -0.2284 0.3732 1.0964  -0.040
C8 -2.0945 -3.6852 -2.6709  -0.064
C9 3.0883 1.9825 -2.3019  -0.349
C10 -5.6415 2.1960 3.4061  -0.069
C11 -3.2346 -5.6761 -3.5514  -0.339
C12 0.4798 -0.4189 -1.1313  -0.070
C13 3.0358 -4.1245 2.5690  -0.072
C14 -0.1966 5.5708 0.8805  -0.046
C15 -0.6917 1.6722 -0.9067  -0.319
C16 1.7890 6.9719 0.8503  -0.361
C17 1.9348 -4.6949 4.6785  -0.346
C18 -3.8228 2.1870 1.7505  -0.053
H1 3.8321 -4.7324 3.0049  0.082
H2 2.7723 -5.4092 4.7109  0.131
H3 -0.7282 6.5133 0.9848  0.084
H4 -4.4594 2.6843 1.0132  0.095
H5 4.8090 0.0426 -2.1459  0.084
H6 3.4900 -3.1720 2.2826  0.085
H7 -3.1501 1.5708 1.1660  0.062
H8 0.6197 -2.8515 2.3638  0.083
H9 1.9906 4.3306 -0.4866  0.068
H10 -1.4661 -3.6569 -1.7765  0.081
H11 -3.1046 -3.3524 -2.4459  0.090
H12 -4.7163 -0.0274 4.1067  0.133
H13 -0.6279 4.9336 0.1119  0.070
H14 1.6445 -1.8602 3.4220  0.088
H15 2.2653 2.1560 -4.7953  0.092
H16 -0.1078 -5.5834 -2.7858  0.086
H17 3.4515 1.0533 -5.3978  0.089
H18 -0.4363 5.0798 1.8334  0.091
H19 -6.1848 1.6752 4.1897  0.085
H20 0.7692 0.3273 1.5386  0.088
H21 1.3981 -0.8553 -0.7325  0.087
H22 5.0017 0.0040 -3.9535  0.086
H23 0.6659 -0.1385 -2.1681  0.076
H24 -3.2395 3.0077 2.1907  0.099
H25 -0.3758 -5.0424 -4.4643  0.088
H26 -0.6873 1.6665 -2.0039  0.139
H27 -3.0732 -6.7108 -3.8830  0.132
H28 2.0231 0.3369 -4.6225  0.090
H29 -0.7997 1.1417 1.6061  0.077
H30 -1.6740 -2.8879 -3.2960  0.087
H31 2.6644 -4.6037 1.6603  0.086
H32 1.8699 3.7059 1.1694  0.086
H33 -0.7728 -0.5413 1.3502  0.085
H34 -0.9474 -6.6043 -3.8929  0.080
H35 -0.1887 -1.2882 -1.2456  0.079
H36 3.1183 4.8615 0.7545  0.078
H37 3.7898 1.8467 -1.4612  0.137
H38 -5.3333 3.1821 3.7681  0.090
H39 0.3618 -2.8571 4.1245  0.087
H40 3.7478 -0.8872 -3.2159  0.086
H41 2.8825 7.0146 0.7248  0.130
H42 -6.3956 2.4094 2.6400  0.088

lowest unoccupied orbital energy: -0.187 eV
energy above the lowest of the compared OMol25 structures with the same formula, charge and spin: 81.86 kcal per mole
gap between HOMO and LUMO: 8.49 eV
total charge: 0
structure (SMILES): CN(C)C=O.CN(C)C=O.CN(C)C=O.CN(C)C=O.CN(C)C=O.CN(C)C=O
total energy: -40572.124 eV